(1)
Molecular formula: C23H27F2O2Si
Method: DFT, ωB97M-V/def2-TZVPD

- Energy: -1532.078737 Ha
- Energy relative to the best compared isomer or geometry (same formula, charge and spin): 10.3 kcal/mol
- Net charge: +1
- Kohn-Sham gap: 3.129 eV
- HOMO energy: -9.204 eV

```
55
Properties=species:S:1:pos:R:3:nbo_charge:R:1
C -2.42566 1.76054 0.05013 -0.616
C -1.58908 2.19685 -1.06253 -0.253
C -1.63984 1.55689 -2.30091 0.650
O -2.31540 0.47922 -2.60725 -0.811
Si -1.68909 -0.87449 -3.51108 1.871
C -2.26866 -2.35849 -2.53164 -1.139
C -2.42212 -0.82816 -5.21931 -1.151
C 0.16912 -0.73547 -3.50928 -1.152
O -0.80867 2.05267 -3.20795 -0.514
C -0.05109 3.16205 -2.57227 -0.054
C -0.60187 3.27159 -1.15714 -0.425
H -2.10054 2.22018 0.99150 0.189
H -3.48316 2.02053 -0.11466 0.223
H -2.37024 0.66984 0.17648 0.204
H -1.84165 -3.26585 -2.98655 0.244
H -1.95622 -2.33669 -1.47681 0.233
H -3.36336 -2.46335 -2.54447 0.252
H -2.01670 -1.66463 -5.80859 0.246
H -3.51560 -0.93009 -5.21450 0.253
H -2.18175 0.09864 -5.75528 0.257
H 0.59355 -1.66380 -3.92023 0.243
H 0.53642 0.09610 -4.12537 0.262
H 0.57715 -0.60733 -2.49742 0.233
H 1.01480 2.90021 -2.56344 0.185
H -0.24159 4.07501 -3.14653 0.201
H -1.04656 4.26955 -1.00461 0.200
H 0.20504 3.17745 -0.40975 0.176
F 5.58679 -2.65023 2.53050 -0.310
C 5.28222 -1.32153 2.33664 0.392
C 6.32940 -0.41003 2.21720 -0.175
C 6.00397 0.94715 2.03828 -0.197
C 4.67769 1.36056 2.00384 -0.125
C 3.61561 0.42884 2.15402 -0.143
C 2.25688 0.86081 2.19719 0.095
C 1.17605 -0.01148 2.10159 -0.324
C -0.09723 0.31432 2.54866 0.090
C -1.18066 -0.61808 2.62529 -0.141
C -1.07819 -1.93954 2.10127 -0.197
C -2.15647 -2.79876 2.24012 0.392
F -2.04999 -4.07104 1.72102 -0.312
C -3.34773 -2.44123 2.87020 -0.175
C -3.45092 -1.13418 3.38022 -0.201
C -2.39622 -0.24136 3.25783 -0.112
C 3.94632 -0.95392 2.28176 -0.199
H 7.36086 -0.75378 2.26757 0.260
H 6.80389 1.67909 1.93059 0.247
H 4.41866 2.41034 1.84313 0.233
H 2.06038 1.93116 2.32035 0.231
H 1.34289 -0.99286 1.64458 0.227
H -0.26663 1.31518 2.95840 0.229
H -0.16813 -2.27684 1.60423 0.234
H -4.15994 -3.15928 2.95346 0.259
H -4.36953 -0.82163 3.87739 0.246
H -2.46727 0.77276 3.66318 0.231
H 3.16006 -1.70341 2.36097 0.240
```



(2)
Molecular formula: C4H11N2
Method: DFT, ωB97M-V/def2-TZVPD

- Energy: -267.724538 Ha
- Energy relative to the best compared isomer or geometry (same formula, charge and spin): 63.1 kcal/mol
- Net charge: +2
- 2S+1: 2
- Kohn-Sham gap (alpha / beta): 9.862 / 5.952 eV
- HOMO energy (alpha / beta): -19.773 / -19.662 eV

```
17
Properties=species:S:1:pos:R:3:nbo_charge:R:1
C 0.15944 1.02394 2.14746 -0.736
C -0.53948 0.58747 0.92076 0.416
C -1.26952 1.40259 0.06874 -0.039
N -0.54820 -0.83992 0.68212 -0.773
H 0.35996 2.09701 2.06580 0.297
H -0.44645 0.93144 3.06131 0.349
H 1.11302 0.49879 2.28280 0.305
H -1.99759 0.94126 -0.59562 0.251
H -1.12498 2.47859 0.07578 0.277
H -0.21787 -1.38810 1.48724 0.471
H 0.07904 -1.09413 -0.20533 0.462
H -1.49903 -1.23504 0.57255 0.479
C 1.16572 -0.49782 -2.34858 0.074
N 0.93305 -1.39934 -1.49087 -0.658
H 0.80163 0.52050 -2.18506 0.171
H 1.72399 -0.66498 -3.26616 0.236
H 1.45626 -2.25278 -1.69490 0.418
```



(3)
Molecular formula: C26H40Cl3CrN4O3Si
Method: DFT, ωB97M-V/def2-TZVPD

- Energy: -4174.178462 Ha
- Net charge: -1
- 2S+1: 5
- Kohn-Sham gap (alpha / beta): 5.560 / 5.487 eV
- HOMO energy (alpha / beta): -4.182 / -4.181 eV

```
78
Properties=species:S:1:pos:R:3:lowdin_charge:R:1
C 2.22369 -2.56297 -1.37815 -0.102
C 1.94075 -1.63310 -2.50869 -0.217
H 1.80332 -3.54875 -1.61302 0.068
H 1.83411 -2.20423 -0.42229 -0.006
H 3.31119 -2.70802 -1.27463 0.086
C 2.01743 -2.05471 -3.79416 -0.127
C 2.25441 -3.48325 -4.21114 -0.113
H 1.98375 -1.34757 -4.63011 0.097
H 1.59055 -4.19495 -3.69539 0.069
H 3.30182 -3.79319 -4.07324 0.074
H 2.05038 -3.55808 -5.28494 0.059
Cr 2.34408 1.18781 1.28320 0.100
Cl 3.43539 -0.76101 1.27677 0.011
Cl 3.46178 2.48977 -0.14871 -0.031
C 0.59684 3.70366 1.48069 -0.279
O 0.50859 2.45464 1.58570 -0.113
N -0.45524 4.52299 1.63121 -0.168
C -1.79325 4.01203 1.92686 -0.017
C -0.26321 5.94657 1.39266 -0.046
H 1.56287 4.21028 1.24905 0.125
H -1.75729 3.28595 2.74923 0.097
H -2.25788 3.52928 1.05254 0.086
H -2.39222 4.87865 2.21330 0.078
H 0.65560 6.28059 1.89616 0.090
H -1.13308 6.48300 1.78486 0.083
H -0.14584 6.14308 0.31615 0.099
H -0.19780 -4.64004 1.90983 0.084
H -2.24640 -3.83177 0.05213 -0.027
C -1.11833 -5.19464 2.16589 -0.068
C -2.94277 -4.28262 0.77387 -0.109
N -2.29261 -4.34450 2.06366 -0.211
H -1.00072 -5.58281 3.18604 0.080
C -2.71054 -3.55592 3.09165 -0.345
O -3.47612 -2.59703 2.96092 -0.020
H -3.82719 -3.64874 0.83917 0.090
H -2.29813 -3.88262 4.06774 0.125
H -1.23341 -6.03262 1.47128 0.083
H -3.16654 -5.30360 0.44052 0.083
O 0.93188 0.02259 -0.92804 -0.315
C 1.72071 -0.15989 -2.12888 -0.286
C 0.35328 0.23530 -4.25755 -0.096
C 1.28472 0.69481 -3.31785 -0.182
H -0.06976 -0.76786 -4.13108 0.095
C -0.01410 1.03014 -5.35942 -0.086
H 2.70870 0.24308 -1.83299 0.117
C 1.86674 1.95736 -3.49265 -0.032
H -0.74754 0.63428 -6.07341 0.100
C 0.57702 2.27993 -5.53442 -0.114
C 1.51694 2.74484 -4.59700 -0.089
H 2.56471 2.30443 -2.72533 0.062
H 0.30156 2.88081 -6.40754 0.090
H 2.01512 3.71554 -4.73007 0.095
Si -0.88277 -0.15334 -0.83339 0.049
Cl -0.92836 -2.11732 -0.05492 0.435
C -1.87248 -0.79496 -2.33954 -0.233
C -0.91867 1.76791 -1.29750 -0.196
C -2.10917 0.50322 0.56130 -0.238
H -1.86500 -0.07210 -3.16310 0.004
H -2.91409 -0.93472 -2.01001 0.029
H -1.51368 -1.76295 -2.71583 0.009
H -2.74296 -0.30313 0.97190 -0.005
H -2.80375 1.24553 0.12567 0.009
H -1.50757 0.97300 1.35544 0.001
H -0.94582 1.83742 -2.39605 0.010
H 0.00885 2.23650 -0.94237 0.007
H -1.76711 2.34425 -0.90384 -0.010
N -0.96961 0.10947 7.82393 0.149
C -0.46372 0.07106 6.76140 -0.159
C 0.22182 0.13397 5.48825 -0.217
C 0.11679 -0.86058 4.51048 0.032
C 0.79413 -0.66107 3.30617 -0.072
N 1.48033 0.47641 3.07547 -0.084
C 1.66070 1.37319 4.04999 -0.114
C 1.01044 1.26062 5.26704 -0.003
H -0.51769 -1.74778 4.68274 0.126
H 0.84706 -1.41075 2.52137 0.098
H 2.29618 2.23018 3.83740 0.121
H 1.10818 2.05903 6.00762 0.126
```



(4)
Molecular formula: C4H9NOS
Method: DFT, ωB97M-V/def2-TZVPD

- SMILES string: C=NSCOCC
- Energy: -685.859679 Ha
- Energy relative to the best compared isomer or geometry (same formula, charge and spin): 99.9 kcal/mol
- Kohn-Sham gap: 9.274 eV
- HOMO energy: -8.740 eV

```
16
Properties=species:S:1:pos:R:3:nbo_charge:R:1
C -1.11347 2.37923 -2.67525 -0.085
N -1.42726 1.54678 -1.63307 -0.602
S -1.26257 1.94894 -0.00517 0.492
C -0.81223 0.38263 0.50962 -0.313
O 0.65818 0.13855 0.30538 -0.575
C 1.05160 -1.25527 0.36700 -0.064
C 1.11867 -1.77154 1.79617 -0.645
H -1.29109 2.03221 -3.76775 0.201
H -0.48044 3.46605 -2.58128 0.170
H -0.83421 0.40065 1.60590 0.211
H -1.38477 -0.55584 0.05036 0.220
H 0.33713 -1.90784 -0.32822 0.168
H 2.18813 -1.23537 0.01304 0.190
H 0.11524 -1.49279 2.13481 0.198
H 1.83646 -1.15627 2.25808 0.213
H 1.30063 -2.92013 1.95038 0.220
```



(5)
Molecular formula: C13H37KO9
Method: DFT, ωB97M-V/def2-TZVPD

- Energy: -1794.519399 Ha
- Energy relative to the best compared isomer or geometry (same formula, charge and spin): 68.1 kcal/mol
- Kohn-Sham gap: 7.731 eV
- HOMO energy: -8.887 eV

```
60
Properties=species:S:1:pos:R:3:nbo_charge:R:1
K -5.45689 0.71434 -0.61921 0.995
O -0.89321 1.17284 -0.16252 -0.708
C -1.55928 0.23098 -0.67026 0.952
O -2.61429 0.34448 -1.26570 -0.828
O -1.08331 -0.91380 -0.43971 -0.858
H -0.28591 0.51474 0.18343 0.520
C -1.03364 3.18540 -3.65251 -0.650
C -2.37179 3.66067 -3.12084 -0.082
O -3.34095 2.55327 -3.01354 -0.772
H -0.56340 2.71500 -2.78897 0.203
H -0.39477 3.92846 -4.12980 0.216
H -1.11059 2.49354 -4.49127 0.220
H -2.64782 4.47419 -3.79175 0.167
H -2.33215 4.12357 -2.13481 0.189
H -2.84780 1.86889 -2.55526 0.491
C 2.65230 -1.54534 -0.48546 -0.644
C 3.56805 -2.54194 0.13242 -0.067
O 3.86647 -2.10960 1.42460 -0.720
H 1.62185 -1.59982 -0.13431 0.215
H 2.57180 -1.68216 -1.56385 0.225
H 2.92600 -0.52081 -0.23345 0.209
H 4.47354 -2.68586 -0.45704 0.154
H 3.15069 -3.54767 0.18161 0.161
H 4.21719 -2.91115 1.81972 0.472
C 0.82008 -4.56662 2.17309 -0.635
C 0.54710 -3.05169 2.46440 -0.058
O -0.58548 -2.68312 1.77462 -0.735
H 1.78149 -4.91869 2.54703 0.193
H 0.94179 -4.76671 1.10855 0.202
H 0.00132 -5.17158 2.56264 0.211
H 1.36482 -2.35280 2.28840 0.161
H 0.39136 -3.02264 3.54283 0.151
H -0.35128 -2.02083 1.12031 0.498
C 1.95401 2.63489 2.57933 -0.645
C 2.09637 1.39589 1.78426 -0.062
O 2.58446 0.29899 2.59607 -0.734
H 1.06649 2.70933 3.20771 0.217
H 2.19045 3.46833 1.91782 0.217
H 2.76738 2.70079 3.30195 0.223
H 2.72024 1.47200 0.89371 0.163
H 1.09447 1.08912 1.48398 0.141
H 2.53866 -0.48136 2.03878 0.479
C -2.06978 5.09685 1.85248 -0.617
C -1.47721 3.76114 1.52751 -0.074
O -1.92409 3.50135 0.20361 -0.770
H -3.12071 5.17766 1.57477 0.208
H -1.46351 5.96989 1.61094 0.209
H -1.92846 5.25012 2.92235 0.199
H -1.86125 3.07875 2.28576 0.154
H -0.40556 3.94723 1.59852 0.171
H -1.51499 2.74336 -0.22030 0.496
C -0.45517 -4.18930 -1.78471 -0.636
C -1.21815 -3.65671 -3.02275 -0.051
O -2.09559 -2.73913 -2.44258 -0.768
H -0.33559 -3.32474 -1.13178 0.215
H 0.50275 -4.64123 -2.04210 0.191
H -1.09079 -4.86498 -1.21240 0.210
H -1.64184 -4.46385 -3.62033 0.163
H -0.63269 -3.10720 -3.75990 0.145
H -1.70317 -2.19472 -1.75612 0.509
```



(6)
Molecular formula: C32H41InN6
Method: DFT, ωB97M-V/def2-TZVPD

- Energy: -1762.012878 Ha
- Energy relative to the best compared isomer or geometry (same formula, charge and spin): 145.1 kcal/mol
- Net charge: +2
- Kohn-Sham gap (alpha / beta): 5.871 / 5.798 eV
- HOMO energy (alpha / beta): -13.127 / -13.118 eV

```
80
Properties=species:S:1:pos:R:3:lowdin_charge:R:1
In -1.26854 0.67099 0.47556 0.984
C -1.92088 -2.87206 -1.98851 -0.043
C -0.54555 -2.44584 -1.46766 -0.391
C 0.54152 -2.79984 -2.48460 -0.032
C -0.25868 -3.11091 -0.15065 -0.114
C -0.37929 -4.48286 -0.05158 -0.008
C -0.08913 -5.14246 1.13135 -0.004
C 0.23009 -4.40657 2.26271 -0.011
C 0.39801 -3.03425 2.22357 -0.108
C 0.43004 -2.34396 3.57661 -0.352
C -0.20033 -0.95409 3.58773 -0.072
C 1.81918 -2.34377 4.22519 -0.040
C 0.28881 -2.37965 0.95301 -0.178
N 0.71111 -1.13019 0.64306 0.044
C 1.90663 -0.73634 1.08999 -0.254
C 2.34410 1.25119 0.32748 -0.382
C 3.32301 2.38818 0.23538 0.052
C 2.68532 3.43408 -0.28423 0.051
C 1.30415 3.01178 -0.53938 -0.214
N 1.11702 1.77041 -0.22468 0.124
C 0.28398 4.00342 -0.99966 -0.535
C 0.20212 5.03243 0.14876 -0.013
C -1.10665 3.41874 -1.23503 -0.084
C 0.75477 4.69476 -2.29080 -0.013
H -2.19278 -2.25509 -2.84018 0.064
H -2.67742 -2.75049 -1.21462 0.095
H -1.92189 -3.90694 -2.31809 0.086
H -0.54101 -1.35670 -1.32444 0.070
H 0.63380 -3.87788 -2.58489 0.090
H 1.50240 -2.40390 -2.16423 0.068
H 0.29000 -2.38323 -3.45552 0.089
H -0.68671 -5.05652 -0.91154 0.124
H -0.17816 -6.21418 1.18746 0.123
H 0.31364 -4.92285 3.20832 0.131
H -0.20019 -2.97491 4.21361 0.143
H 0.42719 -0.20080 3.11591 0.039
H -0.37407 -0.64741 4.61540 0.095
H -1.16901 -0.97598 3.08460 0.052
H 2.47255 -1.58962 3.79288 0.044
H 2.28822 -3.31869 4.12771 0.088
H 1.72765 -2.12411 5.28460 0.093
H 2.41972 -1.49296 1.70298 0.153
H 4.36037 2.33855 0.50470 0.123
H 3.09931 4.40324 -0.48046 0.127
H 0.01195 4.52714 1.09622 0.098
H -0.61590 5.72164 -0.04465 0.103
H 1.11811 5.60906 0.24337 0.091
H -1.59712 3.18162 -0.28893 0.019
H -1.06057 2.51813 -1.84894 0.068
H -1.72182 4.15410 -1.75094 0.108
H 1.78092 5.04486 -2.22584 0.082
H 0.11573 5.55308 -2.48736 0.101
H 0.68101 4.01206 -3.13437 0.098
C 5.59678 -0.01506 2.47109 0.041
N 4.34631 0.12284 1.75726 -0.088
C 4.19523 -0.30664 0.49626 0.056
C 2.87326 -0.13881 -0.08167 -0.039
N 2.07982 0.67901 1.69986 0.078
C 3.27059 0.61098 2.38740 -0.042
H 6.32045 -0.55298 1.86491 0.113
H 5.44038 -0.55043 3.40761 0.117
H 6.00553 0.96611 2.71021 0.120
H 4.97968 -0.89189 0.04777 0.159
H 2.71546 -0.49894 -1.09266 0.155
H 3.29749 0.78837 3.45001 0.166
N -5.86622 1.38058 -0.83652 0.142
C -4.79556 1.59106 -0.04796 -0.155
N -3.66634 1.23987 -0.61000 -0.017
C -4.00592 0.76536 -1.85897 -0.251
C -3.21320 0.28333 -2.89695 -0.046
C -3.84920 -0.13662 -4.04667 -0.080
C -5.24015 -0.08107 -4.17804 -0.065
C -6.04186 0.41525 -3.17111 0.004
C -5.40632 0.84139 -2.01301 -0.183
H -6.82748 1.58696 -0.61560 0.174
H -4.87345 2.01159 0.93735 0.136
H -2.13506 0.25801 -2.79838 0.096
H -3.26965 -0.51440 -4.87541 0.110
H -5.69478 -0.42926 -5.09188 0.113
H -7.11250 0.47100 -3.28128 0.119
```



(7)
Molecular formula: C24H25N5O2
Method: DFT, ωB97M-V/def2-TZVPD

- SMILES string: CN(CCn1ccnc1)Cc1cn(Cc2ccccc2)nc1-c1ccc2c(c1)OCO2
- Energy: -1353.783295 Ha
- Energy relative to the best compared isomer or geometry (same formula, charge and spin): 55.1 kcal/mol
- Kohn-Sham gap: 8.608 eV
- HOMO energy: -7.845 eV

```
56
Properties=species:S:1:pos:R:3:nbo_charge:R:1
C 2.90151 -0.90465 -1.12947 -0.412
N 2.68212 -0.29304 0.16604 -0.441
C 2.74449 1.15467 0.10182 -0.232
C 3.10484 1.77896 1.46421 -0.220
N 1.95749 2.18839 2.22791 -0.349
C 1.10317 3.20595 1.90458 -0.117
C 0.14975 3.22841 2.88230 -0.100
N 0.40137 2.25369 3.79384 -0.460
C 1.48262 1.65460 3.37763 0.161
C 1.48877 -0.81611 0.83133 -0.235
C 0.19780 -0.51025 0.13594 -0.163
C -0.57348 0.61721 0.33551 -0.040
N -1.58786 0.57330 -0.54822 -0.161
C -2.64719 1.53768 -0.70868 -0.244
C -3.04055 2.13777 0.61557 0.045
C -3.04288 3.51239 0.80148 -0.244
C -3.38665 4.05255 2.02923 -0.203
C -3.71828 3.22166 3.08482 -0.212
C -3.71533 1.84823 2.90667 -0.194
C -3.38398 1.30937 1.67778 -0.228
N -1.51906 -0.50083 -1.32214 -0.268
C -0.44846 -1.18440 -0.93069 0.112
C -0.08909 -2.43594 -1.59393 -0.061
C 0.31653 -3.54756 -0.86497 -0.202
C 0.67008 -4.74273 -1.48425 -0.260
C 0.59838 -4.78313 -2.85483 0.224
C 0.17270 -3.67818 -3.59388 0.292
C -0.17800 -2.49842 -2.99158 -0.252
O 0.18625 -3.99426 -4.92895 -0.490
C 0.62427 -5.33259 -5.00531 0.237
O 0.88984 -5.81755 -3.70747 -0.479
H 2.86084 -1.98674 -1.02036 0.208
H 3.89377 -0.62821 -1.48606 0.196
H 2.16061 -0.60797 -1.88499 0.174
H 1.80760 1.60309 -0.26971 0.184
H 3.53771 1.40964 -0.60431 0.206
H 3.73521 2.65858 1.29754 0.208
H 3.67039 1.04858 2.04632 0.227
H 1.24609 3.81423 1.03474 0.217
H -0.69889 3.87445 2.98426 0.214
H 1.96294 0.84141 3.88540 0.198
H 1.63454 -1.89364 0.92010 0.210
H 1.45306 -0.39235 1.83683 0.206
H -0.49031 1.41057 1.05048 0.242
H -3.48827 1.00715 -1.16667 0.236
H -2.32586 2.32680 -1.40031 0.203
H -2.77387 4.16507 -0.01721 0.210
H -3.38641 5.12473 2.16188 0.214
H -3.97378 3.64207 4.04569 0.217
H -3.96977 1.19607 3.72820 0.218
H -3.38062 0.23787 1.53839 0.220
H 0.33255 -3.49835 0.21253 0.215
H 0.98163 -5.60342 -0.91645 0.228
H -0.51483 -1.64773 -3.55841 0.238
H -0.15748 -5.95063 -5.47675 0.156
H 1.54196 -5.38648 -5.61341 0.156
```



(8)
Molecular formula: CH5NOP2
Method: DFT, ωB97M-V/def2-TZVPD

- Energy: -853.657174 Ha
- Energy relative to the best compared isomer or geometry (same formula, charge and spin): 75.2 kcal/mol
- Kohn-Sham gap (alpha / beta): 6.908 / 6.902 eV
- HOMO energy (alpha / beta): -8.379 / -8.374 eV

```
10
Properties=species:S:1:pos:R:3:nbo_charge:R:1
C 1.84428 0.24971 -0.32618 -0.258
N -1.83977 -0.17750 -0.13840 -1.270
O 0.54044 -0.12686 -0.56831 -0.794
P -3.35019 -0.40154 0.16966 0.907
P -0.54764 0.79276 0.30304 1.207
H 2.42692 -0.49919 0.22856 0.182
H 1.85021 1.13456 0.27422 0.170
H 2.49945 0.30972 -1.12360 0.189
H -3.62995 -1.21320 -1.11030 -0.098
H 0.20624 -0.06847 2.29129 -0.236
```